No. 1
The following is a quantum chemistry calculation of a structure of composition C6H18FNa3O8P2, from OMol25.

The geometry in ORCA input format:
```
! wB97M-V def2-TZVPD RIJCOSX def2/J DEFGRID3
* xyz 2 1
Na -4.80 -7.44 -0.87
Na -6.15 -6.56 1.78
Na -7.91 -9.82 0.61
F -5.83 -8.78 0.90
C -7.42 -12.01 5.31
O -8.06 -10.80 5.45
P -8.07 -9.74 4.29
O -8.05 -10.32 2.90
O -9.45 -8.94 4.66
C -9.62 -8.23 5.85
O -6.90 -8.80 4.73
C -5.49 -9.05 4.57
H -8.02 -12.92 5.32
H -6.93 -11.97 6.28
H -6.66 -12.09 4.54
H -10.27 -8.92 6.39
H -9.94 -7.21 5.64
H -8.74 -8.04 6.47
H -5.14 -8.61 3.64
H -5.20 -10.10 4.48
H -4.91 -8.67 5.41
C -6.41 -8.01 -6.12
O -5.59 -8.97 -5.53
P -5.90 -9.46 -3.99
O -6.17 -8.38 -3.04
O -7.25 -10.36 -4.00
C -7.34 -11.42 -5.02
O -4.77 -10.53 -3.61
C -4.66 -10.86 -2.27
H -5.94 -7.11 -6.52
H -7.25 -7.73 -5.49
H -6.88 -8.57 -6.93
H -6.66 -11.07 -5.80
H -8.31 -11.60 -5.48
H -6.76 -12.29 -4.71
H -4.87 -11.91 -2.11
H -5.29 -10.30 -1.58
H -3.62 -10.55 -2.15
*
```

Summary:
orbital gap = 0.286 Ha
E_tot = -2110.552389 hartree
HOMO energy = -15.6419 eV
energy above the lowest of the compared OMol25 structures with the same formula, charge and spin = 2.240 eV
strongest force on any atom = 4.64 eV/A

Atom charges from the Mulliken analysis, given in e for atoms 1 to 5: Na 0.865; Na 0.917; Na 0.966; F -0.843; C -0.767

=====

No. 2
The following is a quantum chemistry calculation of the molecule C4H7NO2, from OMol25.

The geometry in ORCA input format:
```
! wB97M-V def2-TZVPD RIJCOSX def2/J DEFGRID3
* xyz 0 1
C 0.03 0.40 1.68
C 0.00 -0.12 0.29
C -1.24 -0.59 -0.36
O -1.30 0.76 -0.83
C 1.19 -0.22 -0.57
O 1.89 -1.04 0.07
N 1.17 0.38 -1.72
H -0.84 1.05 1.83
H -0.06 -0.44 2.39
H 0.95 0.94 1.88
H -1.11 -1.34 -1.14
H -2.10 -0.79 0.28
H 1.98 0.17 -2.29
H -0.56 0.84 -1.52
*
```

Summary:
orbital gap = 0.335 Ha
E_tot = -361.758520 hartree
HOMO energy = -9.3342 eV
energy above the lowest of the compared OMol25 structures with the same formula, charge and spin = 3.329 eV
strongest force on any atom = 0.26 eV/A

Atom charges from the Mulliken analysis, given in e for atoms 1 to 5: C -1.201; C 0.788; C -0.514; O -0.477; C 0.503

=====

No. 3
The following is a quantum chemistry calculation of the ion C6H4NO3 with charge +1, from OMol25.

The geometry in ORCA input format:
```
! wB97M-V def2-TZVPD RIJCOSX def2/J DEFGRID3
* xyz 1 1
C 0.25 0.37 -0.04
C 0.00 -2.24 -0.05
C 0.70 2.68 0.70
C -0.22 -0.81 -0.54
C -0.58 -3.22 -0.60
C 0.92 3.84 1.04
N 0.58 1.54 0.10
O -1.14 -0.71 -1.53
O -1.21 -4.19 -1.02
O 1.04 4.94 1.64
H 0.74 -2.34 0.84
H -1.23 0.15 -1.77
H -0.66 -5.06 -1.29
H 0.82 5.04 2.53
*
```

Summary:
orbital gap (spin up / spin down) = 0.207 / 0.207 Ha
E_tot = -510.949607 hartree
HOMO energy (spin up / spin down) = -11.2750 / -11.2765 eV
energy above the lowest of the compared OMol25 structures with the same formula, charge and spin = 0.000 eV
strongest force on any atom = 4.67 eV/A

Atom charges from the Mulliken analysis, given in e for atoms 1 to 5: C 0.907; C -0.832; C 0.152; C 0.064; C 0.663

=====

No. 4
The following is a quantum chemistry calculation of a structure of composition C24H30MoNO5Se, from OMol25.

The geometry in ORCA input format:
```
! wB97M-V def2-TZVPD RIJCOSX def2/J DEFGRID3
* xyz -1 3
C 0.26 -0.03 -3.15
C 0.09 -0.91 -1.87
C -0.31 1.36 -2.85
C -1.06 1.28 -1.54
H -0.98 1.68 -3.63
H 0.51 2.08 -2.77
C -1.07 -0.33 -1.15
H 0.99 -0.81 -1.26
H -0.03 -1.94 -2.19
C -1.34 -0.94 0.27
H -1.97 -0.67 -1.69
H -2.14 1.54 -1.61
C -0.49 2.31 -0.62
C 1.73 -0.01 -3.57
C -0.41 -0.60 -4.41
O -0.73 0.09 -5.37
O 2.63 0.38 -2.84
O 1.93 -0.47 -4.82
O -0.58 -1.92 -4.39
C -1.08 -2.46 -5.62
H -1.06 -3.54 -5.48
H -0.43 -2.17 -6.44
H -2.09 -2.10 -5.80
C 3.31 -0.53 -5.20
H 3.79 0.45 -5.11
H 3.30 -0.86 -6.24
H 3.85 -1.26 -4.58
O -0.53 -0.53 1.36
H -1.13 -2.04 0.22
H -2.42 -0.78 0.51
C -1.38 2.72 0.51
C 0.97 2.22 -0.34
H 1.40 3.16 -0.73
H 1.53 1.39 -0.81
H 1.23 2.19 0.74
H -0.91 2.75 1.51
H -2.30 2.11 0.62
H -1.70 3.74 0.25
Mo 0.06 0.04 3.01
C -2.46 0.41 4.42
C -2.40 -0.12 3.11
C -1.71 -1.41 3.20
H -2.91 0.29 2.24
C -1.36 -1.61 4.57
C -1.86 -0.52 5.32
H -1.91 -0.47 6.40
H -3.00 1.32 4.71
H -1.64 -2.16 2.43
H -0.91 -2.52 4.97
C 2.37 0.36 3.16
C 1.96 -0.49 4.23
C 1.40 -1.68 3.69
H 2.16 -0.33 5.28
C 1.44 -1.58 2.26
C 2.05 -0.31 1.92
H 2.29 0.03 0.92
H 2.91 1.29 3.23
H 1.11 -2.56 4.24
H 1.14 -2.35 1.57
Se -0.19 3.69 6.17
C -0.01 2.47 4.96
N 0.09 1.67 4.09
*
```

Summary:
orbital gap (spin up / spin down) = 0.166 / 0.157 Ha
E_tot = -3832.963681 hartree
HOMO energy (spin up / spin down) = -2.3634 / -2.1129 eV
energy above the lowest of the compared OMol25 structures with the same formula, charge and spin = 3.123 eV
strongest force on any atom = 6.37 eV/A
expectation value of S² = 2.16

Atom charges from the Mulliken analysis, given in e for atoms 1 to 5: C 3.204; C -1.710; C -1.745; C 0.448; H 0.407